(1)
ORCA calculation (wB97M-V/def2-TZVPD) on a 10-piece molecular cluster, C43H83Br18N5O6 overall at a distorted geometry.

The geometry in ORCA input format:
```
! wB97M-V def2-TZVPD RIJCOSX def2/J DEFGRID3
* xyz 0 1
C 5.3586 -0.5677 1.9780
C 5.7738 -1.2197 0.5797
C 4.6664 -1.0732 -0.5388
C 3.6864 -2.3300 -0.6413
C 3.0787 -2.6349 0.7813
C 1.9561 -3.7552 0.8018
C 0.8547 -3.6247 -0.3307
C -0.4705 -4.2983 0.1908
C -1.5597 -3.2759 0.7616
N -1.7786 -2.0801 -0.0872
C -3.0437 -2.0743 -0.7776
N -2.9594 -2.1428 -2.0926
C -1.5815 -2.2116 -2.7164
O -1.1214 -1.1000 -3.0269
O -0.9860 -3.3172 -2.8950
N -4.3075 -1.9560 -0.1260
C -4.1853 -1.4584 1.2698
C -5.5458 -1.0176 1.9270
N -6.7466 -1.3065 1.1128
C -2.9991 -0.4030 1.4543
C -2.7389 -0.2518 3.0212
O -2.4150 -1.4938 3.6627
O -2.8852 -1.4678 4.9653
C -3.4290 1.0902 1.0211
C -4.3948 1.1733 -0.2099
C -5.8734 1.6881 0.0734
N -4.1253 0.9107 -1.4382
C -1.7039 -0.7857 0.6254
C -0.3344 -0.5907 1.4087
C 0.1155 0.9297 1.5023
C 1.6496 1.1100 1.0734
C 1.8215 2.2156 -0.0518
O 2.6189 1.7021 -1.1831
C 1.9856 2.1749 -2.3382
C 1.2213 1.2531 -3.3349
O 1.9936 3.3713 -2.5774
H 5.1302 -1.3522 2.7626
H 6.1750 0.0713 2.4102
H 4.4543 0.0981 1.8726
H 6.6690 -0.6222 0.2245
H 6.1431 -2.2680 0.7374
H 4.0358 -0.1605 -0.3598
H 5.2202 -0.9206 -1.5150
H 4.3628 -3.2020 -0.9025
H 2.9150 -2.2138 -1.4481
H 3.9324 -3.0315 1.4146
H 2.6817 -1.7410 1.3315
H 1.4660 -3.7166 1.8246
H 2.5021 -4.7483 0.7779
H 0.7296 -2.5956 -0.7525
H 1.2163 -4.2670 -1.1901
H -0.2385 -5.0111 1.0388
H -1.0027 -4.9261 -0.5800
H -1.3542 -3.0761 1.8442
H -2.5326 -3.8660 0.7459
H -3.8178 -2.1039 -2.6531
H -4.9867 -1.4082 -0.6664
H -3.8404 -2.3653 1.8546
H -5.6644 -1.5954 2.8977
H -5.5990 0.0634 2.2252
H -7.5302 -0.7156 1.3821
H -6.9878 -2.2955 1.1018
H -3.6963 0.1349 3.4887
H -1.9600 0.5314 3.2524
H -2.1094 -1.1748 5.4881
H -3.9686 1.5204 1.9184
H -2.5550 1.7639 0.8354
H -6.0044 2.6161 -0.5544
H -6.0314 1.9005 1.1642
H -6.6316 0.9530 -0.3274
H -3.1336 0.6288 -1.4718
H -1.6370 -0.0045 -0.1971
H -0.2833 -1.1503 2.3763
H 0.4357 -1.0822 0.7379
H 0.0704 1.2180 2.5885
H -0.4613 1.6122 0.8294
H 2.2804 1.3407 1.9811
H 2.0822 0.1720 0.6330
H 2.3175 3.1493 0.3512
H 0.8470 2.5529 -0.4905
H 0.1033 1.3632 -3.2297
H 1.4516 1.5573 -4.3970
H 1.4656 0.1642 -3.2513
Br -9.0864 -4.1465 -2.3851
C -7.2186 -4.3344 -2.9099
C -6.3415 -3.3624 -2.1643
Br -6.5088 -1.5563 -2.8877
H -7.1780 -4.2112 -3.9886
H -6.9552 -5.3609 -2.6565
H -5.2906 -3.6243 -2.2893
H -6.5718 -3.3010 -1.1029
Br 0.5518 -7.7303 0.7286
C 2.0299 -8.6343 1.6152
C 2.4121 -7.9390 2.8969
Br 3.4356 -6.3173 2.5487
H 2.8448 -8.6885 0.8966
H 1.6641 -9.6407 1.8206
H 3.0738 -8.5707 3.4897
H 1.5555 -7.6492 3.5018
Br -0.3008 5.2393 0.2390
C 0.8792 6.1441 -1.0197
C 1.7792 7.1251 -0.3175
Br 0.8198 8.7549 0.1620
H 0.2458 6.6055 -1.7745
H 1.4641 5.3462 -1.4806
H 2.5800 7.4521 -0.9817
H 2.2115 6.7293 0.5995
Br 3.9631 2.2346 4.3480
C 5.5533 1.7723 5.3736
C 6.5504 2.9027 5.3775
Br 7.5057 3.0099 3.6851
H 5.9479 0.8510 4.9496
H 5.1920 1.5769 6.3837
H 7.3219 2.7292 6.1285
H 6.0964 3.8766 5.5480
Br -8.6209 -4.4196 -8.2399
C -9.5452 -5.8628 -7.3140
C -9.2367 -5.8536 -5.8391
Br -7.4614 -6.5751 -5.4825
H -9.2610 -6.7898 -7.8070
H -10.6057 -5.6757 -7.4839
H -9.9225 -6.5072 -5.3001
H -9.2698 -4.8587 -5.3995
Br 4.4057 6.8465 -7.3381
C 3.4769 5.4390 -6.3609
C 3.8146 5.4746 -4.8933
Br 5.5839 4.7310 -4.5538
H 3.7359 4.4969 -6.8387
H 2.4164 5.6403 -6.5141
H 3.1278 4.8431 -4.3268
H 3.8067 6.4791 -4.4747
Br 5.9290 2.8897 -0.6137
C 5.6827 4.7755 -1.0216
C 5.7441 5.6170 0.2275
Br 4.0944 5.4803 1.2543
H 4.7395 4.8635 -1.5574
H 6.5012 5.0291 -1.6944
H 5.8338 6.6735 -0.0271
H 6.5572 5.3387 0.8952
Br -8.5030 5.2125 2.3627
C -8.7247 5.4492 0.4414
C -9.6368 4.3993 -0.1388
Br -8.7215 2.6886 -0.3135
H -7.7288 5.4428 0.0040
H -9.1613 6.4415 0.3265
H -9.9339 4.6684 -1.1525
H -10.5272 4.2242 0.4613
Br 10.0881 0.2214 4.8613
C 11.2832 1.1111 3.6060
C 12.1879 2.0906 4.3097
Br 11.2380 3.7264 4.7743
H 10.6576 1.5727 2.8446
H 11.8661 0.3084 3.1536
H 12.9946 2.4089 3.6494
H 12.6122 1.6968 5.2308
*
```

Values from the calculation:
Maximum force = 0.0959 hartree/bohr
HOMO energy = -8.280 eV



(2)
ORCA calculation (wB97M-V/def2-TZVPD) on C43H86BF25N8O21S2 as an isolated structure at a distorted geometry.

The geometry in ORCA input format:
```
! wB97M-V def2-TZVPD RIJCOSX def2/J DEFGRID3
* xyz 0 1
C 1.7037 1.6281 -0.4023
F 1.1728 2.7765 -0.8437
F 2.9971 1.6308 -0.7139
F 1.5620 1.5966 0.9069
S 0.9718 0.0857 -1.2904
O 0.8898 0.5313 -2.6496
O 1.8689 -1.0165 -1.0117
N -0.5964 0.0467 -0.6479
S -0.6549 -1.4026 -0.0042
O -0.7770 -2.4929 -0.9681
O 0.2523 -1.5731 1.1585
C -2.4377 -1.4428 0.8216
F -2.3661 -2.4503 1.6787
F -2.6543 -0.3606 1.5385
F -3.3975 -1.6337 -0.0707
C -4.8260 1.3509 -1.2431
C -3.5580 1.2726 -2.0887
O -3.4453 0.5217 -3.0188
N -2.3736 2.0013 -1.6142
H -2.4918 2.5902 -0.7748
H -1.7050 1.2557 -1.3468
C -1.7371 2.9391 -2.6248
H -5.1271 2.4045 -1.2452
H -4.6664 1.0676 -0.2034
H -5.6137 0.7734 -1.7212
H -1.4829 2.3906 -3.5304
H -0.8753 3.3974 -2.1533
H -2.5171 3.6230 -2.9544
C -6.0011 -0.9400 3.1434
C -6.1812 0.4875 3.5977
O -5.3136 1.1279 4.0907
N -7.6437 0.9526 3.7061
H -8.1093 0.5065 2.9182
H -8.0486 0.6312 4.5831
C -7.8550 2.4450 3.6854
H -6.6440 -1.6026 3.7264
H -4.9607 -1.2544 3.0998
H -6.2852 -1.1266 2.1023
H -7.2909 2.8252 4.5355
H -8.9180 2.6300 3.8198
H -7.4663 2.9623 2.8123
C 5.4055 3.7510 -3.1369
C 4.7181 2.5292 -3.6826
O 4.8119 1.4264 -3.2518
N 3.8673 2.8060 -4.9125
H 3.6177 3.8013 -5.0214
H 4.5217 2.5588 -5.6529
C 2.5449 2.0619 -4.9942
H 6.0649 4.2263 -3.8662
H 6.0515 3.4802 -2.3011
H 4.7937 4.5758 -2.7652
H 1.9380 2.4397 -4.1749
H 2.8802 1.0422 -4.8134
H 2.0894 2.2927 -5.9525
C -2.1994 1.0082 3.3509
C -1.7888 -0.3304 3.8199
O -2.5121 -1.1345 4.3149
N -0.2879 -0.5937 3.9954
H 0.1967 0.2945 4.1603
H -0.1589 -0.9910 4.9285
C 0.2776 -1.4539 2.8707
H -3.2821 1.0319 3.2808
H -1.8818 1.1220 2.3149
H -1.6947 1.8106 3.8868
H -0.2832 -2.3653 2.6854
H 1.2893 -1.7470 3.1438
H 0.2626 -0.8362 1.9180
C 7.3830 -3.9297 -0.7689
C 6.9421 -2.6165 -0.1992
O 7.6293 -1.9284 0.5060
N 5.5747 -2.1972 -0.6481
H 5.4142 -2.6669 -1.5537
H 4.8485 -2.5650 -0.0365
C 5.4601 -0.6956 -0.8766
H 7.2902 -3.9889 -1.8548
H 6.7923 -4.7421 -0.3447
H 8.4444 -3.9767 -0.5339
H 4.4114 -0.5369 -1.1145
H 6.1430 -0.4705 -1.6899
H 5.7296 -0.2059 0.0540
C -4.3301 -0.3094 -5.8876
C -3.9642 -1.6262 -5.2638
O -4.6904 -2.4404 -4.7892
N -2.4984 -1.9540 -5.2650
H -2.3352 -2.8646 -5.6925
H -1.9104 -1.3240 -5.8055
C -1.8773 -2.0339 -3.8204
H -4.4368 -0.2662 -6.9712
H -3.6464 0.5001 -5.6206
H -5.2412 0.0962 -5.4485
H -0.9624 -2.6044 -3.9687
H -2.5826 -2.3550 -3.0608
H -1.5072 -1.0439 -3.5578
C 4.0787 3.4822 0.9314
C 4.7510 2.4346 1.7764
O 5.2676 1.4273 1.4207
N 4.6526 2.6577 3.2702
H 4.0994 3.4822 3.5124
H 4.1636 1.9091 3.7648
C 6.0325 2.9151 3.8726
H 3.1373 3.7749 1.3964
H 3.8899 3.1155 -0.0716
H 4.7629 4.3184 0.7708
H 5.8035 3.0409 4.9301
H 6.4767 3.8417 3.5198
H 6.6269 2.0188 3.7214
C -5.1290 -5.5838 1.3189
O -3.7196 -5.8991 1.0710
O -5.7407 -6.6432 1.8245
C -5.2094 -4.2815 2.2214
F -4.1932 -3.8960 2.9879
F -5.4274 -3.2740 1.3386
F -6.2882 -4.2897 3.0201
C -3.1749 -5.2383 -0.0874
C -1.7457 -5.7579 -0.1821
H -1.2081 -5.6207 -1.1242
H -1.1860 -5.1947 0.5678
H -1.7057 -6.8294 0.0045
H -3.2829 -4.1522 -0.0689
H -3.6451 -5.5994 -1.0112
H -5.5754 -5.4132 0.3248
C 0.3289 -5.7507 7.2772
O -0.3251 -5.5793 6.0074
O -0.7099 -5.8072 8.1375
C 1.3936 -6.9254 7.2031
F 1.1510 -7.7540 6.1377
F 2.6720 -6.5026 7.2030
F 1.3288 -7.7107 8.2805
C 0.4265 -5.0480 4.9406
C -0.5310 -4.7797 3.7509
H 0.0201 -4.3839 2.8922
H -0.9997 -5.7034 3.4144
H -1.2885 -4.0483 4.0351
H 1.1603 -5.7401 4.5129
H 0.8918 -4.1068 5.2610
H 0.9119 -4.8222 7.4305
C 2.3188 6.1394 -4.4035
O 2.6819 5.9309 -3.0605
O 3.2376 5.5623 -5.2269
C 0.8233 5.7600 -4.5974
F -0.0254 6.7152 -4.1802
F 0.4471 5.5129 -5.8603
F 0.5651 4.7312 -3.7336
C 2.1476 6.7191 -2.0263
C 2.6128 6.1177 -0.6964
H 2.4169 6.8279 0.1069
H 2.0636 5.1848 -0.5733
H 3.6854 5.9150 -0.7003
H 1.0559 6.6962 -1.9589
H 2.4599 7.7441 -2.2488
H 2.2878 7.2255 -4.5951
C 3.3662 -3.5983 -3.1115
O 2.9462 -4.7301 -3.8724
O 4.6592 -3.7896 -2.8221
C 3.1217 -2.2430 -3.9235
F 1.8541 -1.8401 -3.9019
F 3.7530 -1.1912 -3.3286
F 3.4973 -2.2766 -5.1981
C 1.5605 -4.7878 -4.2218
C 1.4239 -5.9920 -5.1536
H 2.0238 -5.8220 -6.0480
H 1.7588 -6.9188 -4.6924
H 0.3712 -6.0427 -5.4402
H 1.1552 -3.9321 -4.7706
H 0.8901 -4.9654 -3.3749
H 2.6948 -3.6118 -2.2381
C -3.5156 4.3213 0.9944
O -2.2003 3.7963 0.7255
O -4.1148 4.3326 -0.2293
C -4.0894 3.5159 2.1705
F -5.4367 3.5046 2.1992
F -3.6372 2.2578 2.1456
F -3.8134 4.0481 3.4098
C -1.0311 4.1946 1.4135
C -0.5246 5.4856 0.7959
H -0.3609 5.2655 -0.2612
H -1.1951 6.3466 0.7701
H 0.3608 5.8547 1.3165
H -0.2930 3.4190 1.2319
H -1.1641 4.2360 2.4963
H -3.4180 5.3883 1.2340
B 1.3830 2.3310 3.8351
F 0.4189 2.6590 2.8785
F 2.1979 1.3070 3.3618
F 2.1348 3.4589 4.1046
F 0.7830 1.9369 5.0185
*
```

Values from the calculation:
Maximum force = 0.3431 hartree/bohr
HOMO energy = -4.298 eV



Number 1: LUMO 0.12 eV, HOMO-LUMO gap 8.399 eV, total energy -1326432.72654 eV. Number 2: LUMO -1.75 eV, HOMO-LUMO gap 2.546 eV, total energy -191170.45221 eV.